The following is a quantum chemistry calculation of a cluster of 16 separate species, C72H168N8O16 in total at a distorted geometry, from the Open Molecules 2025 dataset.

```
264
Properties=species:S:1:pos:R:3:forces:R:3
C 5.673 4.159 0.606 0.0342 -0.2535 0.1587
C 5.754 3.836 -0.889 0.2672 2.0781 -0.4485
C 7.205 4.077 -1.288 1.2653 0.4975 -0.3084
C 7.518 3.704 -2.729 -1.0068 0.2552 -0.9069
C 7.059 2.270 -2.948 -0.4211 0.5747 -2.5458
C 5.583 2.022 -2.537 2.1687 -0.5006 -0.2309
N 5.480 2.423 -1.146 -1.7897 1.4609 0.2621
O 4.046 2.282 -0.890 0.0577 -0.9787 0.8228
C 4.614 2.614 -3.596 0.6283 -1.2594 0.7720
C 5.507 0.480 -2.408 0.0079 1.2116 -1.4702
C 4.904 4.976 -1.613 0.5394 -0.7387 2.0452
H 4.643 4.016 0.917 -0.1734 0.3832 0.2853
H 6.091 5.168 0.904 -0.6356 -1.0918 -0.6013
H 6.241 3.386 1.111 0.2677 -0.0672 0.3337
H 7.438 5.165 -1.236 -0.1461 -0.6880 0.6478
H 7.865 3.501 -0.598 -0.2951 0.4608 -0.3980
H 8.563 3.881 -3.014 -0.1201 -0.2734 0.3290
H 6.939 4.377 -3.431 0.4377 -0.5841 0.7477
H 7.710 1.582 -2.481 0.6808 -0.7430 1.0463
H 7.165 1.980 -4.046 -0.3036 0.4302 1.0769
H 4.893 3.491 -4.132 0.7178 0.7965 0.0004
H 4.647 1.827 -4.326 -0.7159 -0.3913 -0.6574
H 3.641 2.777 -3.179 -0.6312 -0.2433 0.0556
H 5.942 0.066 -3.290 0.4370 -0.4433 -0.8406
H 6.140 0.191 -1.590 -0.2735 -0.3585 0.6400
H 4.502 0.132 -2.455 -0.8548 -0.4604 0.6776
H 3.900 5.037 -1.223 -0.3418 -0.0758 0.4345
H 4.778 4.910 -2.650 0.3588 -0.0552 -1.4701
H 5.448 5.878 -1.305 -0.3970 0.0379 -0.4277
H 3.937 1.316 -0.716 0.1455 1.0447 0.0325
C -1.722 3.736 -8.488 1.7440 -0.1707 1.5662
C -1.768 2.196 -8.568 -1.8347 0.8439 -0.3986
C -1.200 1.716 -9.931 -1.1023 0.2845 0.8808
C 0.318 1.700 -9.937 -0.9604 -0.2379 -0.8262
C 0.813 0.795 -8.836 0.7226 -0.7674 -1.2403
C 0.400 1.298 -7.488 0.2307 0.7739 1.6911
N -1.054 1.562 -7.500 0.1773 -1.1534 0.6394
O -1.574 1.875 -6.224 -0.0530 -0.1031 0.3082
C 0.748 0.166 -6.503 0.5379 -0.3828 -1.5081
C 1.228 2.531 -6.985 1.2986 -1.5571 0.0524
C -3.310 1.754 -8.552 1.5950 -1.1035 1.3552
H -0.651 4.053 -8.627 -1.0923 0.0338 -0.1200
H -2.043 4.173 -7.510 0.1110 -0.5797 -0.5881
H -2.364 4.138 -9.219 -0.5804 0.7111 -1.0792
H -1.741 0.770 -10.048 0.8696 -0.3094 -0.4889
H -1.600 2.393 -10.695 0.1035 -0.0898 0.0707
H 0.588 2.770 -9.821 0.5464 -0.7385 -0.1585
H 0.636 1.278 -10.902 0.2142 0.5712 0.1433
H 1.913 0.706 -8.919 -0.3677 0.2410 0.4233
H 0.471 -0.271 -9.042 -0.0230 1.2827 0.4228
H 0.645 0.324 -5.447 -0.3988 0.2303 0.4047
H 0.247 -0.719 -6.876 -0.5333 -0.2797 0.5234
H 1.800 -0.065 -6.719 0.0056 0.1349 0.3793
H 1.293 3.404 -7.604 -0.2901 0.3926 -0.5331
H 0.829 2.791 -6.015 -0.0105 0.2853 0.3359
H 2.300 2.180 -6.817 -1.2932 0.4641 -0.1405
H -3.845 2.064 -7.634 0.4816 -0.3313 -0.2846
H -3.393 0.647 -8.732 0.1345 0.9213 0.5402
H -3.827 2.199 -9.347 -0.5965 0.8937 -1.3733
H -1.428 2.796 -5.915 0.1354 -0.2670 -0.7286
C 3.841 -0.727 1.474 -0.2594 -0.9378 0.1207
C 3.696 -1.478 2.837 1.0569 0.8014 -1.4423
C 5.028 -1.926 3.496 0.2838 0.0033 0.7828
C 5.884 -0.785 4.124 -1.1194 -1.3200 -0.0674
C 5.011 -0.092 5.149 -0.4799 -1.6230 -1.4412
C 3.753 0.455 4.524 -1.1186 0.2134 -0.1077
N 3.044 -0.619 3.805 -0.8704 -0.3401 1.3267
O 1.797 -0.059 3.347 1.4748 -0.2229 -1.0117
C 2.800 0.899 5.624 -0.9189 -0.8669 0.9057
C 4.090 1.619 3.607 0.6957 0.9400 0.3497
C 2.863 -2.730 2.547 -0.4319 1.1789 -1.8175
H 2.788 -0.587 1.096 1.2022 -0.3677 -0.1898
H 4.558 -1.287 0.850 -0.8214 -0.0897 -0.3197
H 4.279 0.239 1.550 0.2788 0.8721 0.3447
H 4.726 -2.596 4.334 0.2092 0.2571 -0.4754
H 5.663 -2.528 2.829 -0.4647 0.1860 -0.1244
H 6.194 -0.157 3.332 0.6525 0.8590 -0.7529
H 6.747 -1.214 4.622 0.2543 -0.0522 -0.1022
H 5.496 0.695 5.621 1.0183 1.3680 1.1879
H 4.774 -0.912 5.811 -0.3691 0.1639 0.8470
H 1.831 1.305 5.291 0.6732 0.0807 -0.1427
H 2.537 0.057 6.302 0.2087 0.1200 -0.6318
H 3.264 1.585 6.298 0.4730 0.9074 0.2192
H 4.381 2.554 4.095 -0.4215 -0.0959 0.7156
H 5.024 1.397 3.129 0.1434 -0.1857 -1.0179
H 3.295 1.892 2.929 -0.1311 -0.2650 -0.3650
H 2.727 -3.189 3.485 -0.2523 -1.2978 0.8932
H 3.259 -3.371 1.690 -0.1849 0.7064 1.4642
H 1.887 -2.344 2.189 0.2362 -0.4406 0.2226
H 1.175 -0.495 3.911 -1.0058 -0.5434 0.5314
C -0.545 -0.379 6.749 0.3482 0.1082 -0.9175
C -0.665 -1.850 6.454 1.5798 -0.7946 0.3290
C -1.255 -2.551 7.674 -1.3927 1.3260 -1.0072
C -1.605 -3.979 7.349 -1.6223 -0.6203 2.0033
C -2.470 -3.986 6.101 -2.1690 -0.1232 0.1114
C -1.921 -3.318 4.842 0.1775 0.9291 1.2766
N -1.523 -1.970 5.263 0.3903 -0.1533 0.3969
O -0.873 -1.331 4.144 -0.1969 0.0608 0.2476
C -0.867 -4.232 4.303 0.9010 -0.4471 -1.7164
C -3.065 -3.086 3.903 -1.4360 -0.7066 1.3565
C 0.739 -2.488 6.281 1.3271 1.8376 -1.2458
H 0.209 0.024 6.062 -0.2589 0.2857 0.2310
H -0.232 -0.160 7.771 -0.1289 -0.0569 0.0268
H -1.513 0.036 6.492 0.0584 0.5301 0.3104
H -0.536 -2.371 8.481 -0.3910 -0.3056 0.0750
H -2.236 -1.998 7.857 1.0782 -0.6576 0.3387
H -2.246 -4.298 8.259 0.8125 -0.0271 -1.5344
H -0.791 -4.696 7.320 0.3350 0.1540 -0.1267
H -3.438 -3.447 6.363 0.9943 -0.6501 -0.2326
H -2.757 -5.006 5.763 0.1091 0.4122 0.5386
H -1.349 -5.041 3.701 0.2943 0.4115 0.6399
H -0.242 -3.688 3.565 -0.0354 -0.3142 0.4954
H -0.246 -4.680 5.094 -0.1945 0.1577 -0.5008
H -2.927 -2.622 2.964 0.7275 0.2491 -0.9701
H -3.493 -4.070 3.820 -0.5636 -0.4543 -0.8021
H -3.818 -2.494 4.440 0.1507 0.0187 -0.1089
H 1.488 -1.927 6.948 -0.9855 -0.8965 -0.9793
H 1.049 -2.339 5.186 -0.0272 -0.2119 1.6119
H 0.788 -3.544 6.500 0.0007 -0.1530 0.1092
H -1.572 -0.740 3.829 0.2578 0.0734 0.0765
C -4.383 -6.080 -3.450 -0.0017 1.2691 -0.6269
C -3.623 -4.789 -3.372 1.6577 0.2803 1.2149
C -4.535 -3.604 -3.477 -1.8856 0.1800 -1.0499
C -5.462 -3.230 -2.305 2.1780 0.5338 1.3648
C -4.515 -2.991 -1.040 1.2608 0.0598 -2.2352
C -3.555 -4.234 -0.795 0.6359 3.1436 -0.1794
N -2.872 -4.582 -2.059 0.5187 -1.5464 -0.9716
O -2.038 -5.787 -1.844 -0.0794 0.8201 0.0481
C -2.459 -3.749 0.195 -1.0973 0.6273 0.4008
C -4.304 -5.293 -0.117 -1.4499 -0.8858 -0.7898
C -2.542 -4.745 -4.479 -0.9840 0.8225 -1.1818
H -3.739 -6.902 -3.613 0.4455 -1.0558 -0.4467
H -5.076 -5.888 -4.258 -0.2345 -0.7677 -0.3496
H -4.912 -6.189 -2.559 -1.1221 -0.5771 1.3026
H -3.888 -2.776 -3.704 -0.0111 0.7438 -0.0271
H -5.220 -3.749 -4.360 0.8336 0.1283 0.4707
H -6.176 -3.971 -2.035 -0.6773 -0.8071 -0.1540
H -6.000 -2.332 -2.614 0.0038 0.0357 0.3703
H -4.957 -2.778 -0.085 -0.7675 0.0636 0.3097
H -3.879 -2.093 -1.285 -0.4664 -0.8447 0.1890
H -2.106 -2.729 0.028 -0.2546 -0.0243 -0.3012
H -2.903 -3.764 1.214 0.5159 -0.0571 -0.6002
H -1.600 -4.371 0.151 0.7197 -0.8525 0.1284
H -4.607 -4.938 0.876 -0.0879 -0.5295 -0.3520
H -5.160 -5.559 -0.773 0.0660 -0.0110 0.9419
H -3.643 -6.133 -0.110 0.1894 -0.8934 0.7147
H -2.920 -5.131 -5.455 -0.0121 -0.0599 0.7429
H -1.636 -5.273 -4.247 0.2568 -0.3190 0.3598
H -2.285 -3.704 -4.733 0.1242 -0.2421 0.3704
H -2.513 -6.620 -2.035 -0.3057 0.8057 0.1082
C -3.751 1.339 8.031 -0.8015 -0.0881 -1.2061
C -3.079 2.674 7.668 -0.1191 0.2557 0.4057
C -2.105 3.025 8.857 0.0782 -1.4844 -2.0369
C -1.198 4.225 8.549 -1.1628 0.4424 -0.8534
C -0.461 4.020 7.232 0.6199 -1.5018 -0.5485
C -1.363 3.643 6.010 -0.9568 0.2241 1.8920
N -2.215 2.446 6.457 0.2473 1.5036 0.5806
O -3.040 2.115 5.372 1.8783 -2.6027 -0.1816
C -2.208 4.879 5.694 -0.4822 0.7575 -0.9015
C -0.536 3.152 4.824 -0.4797 0.8529 0.5443
C -4.296 3.657 7.498 0.1138 0.0832 0.5243
H -4.626 1.256 7.340 0.6134 -0.4061 0.5046
H -4.180 1.376 9.042 0.4143 -0.1127 -0.1650
H -3.093 0.469 7.854 -0.2859 0.4430 0.3754
H -2.713 3.142 9.758 0.3071 -0.1454 0.0373
H -1.528 2.004 8.817 -0.4560 2.0505 0.8817
H -0.509 4.367 9.355 0.5766 0.1560 0.4609
H -1.762 5.200 8.437 0.1800 -1.0887 0.4932
H 0.184 3.109 7.336 0.0097 0.8570 0.0707
H 0.146 4.911 6.983 -0.1625 -0.5495 0.0114
H -2.373 5.598 6.534 0.1893 -0.7588 -0.7200
H -1.734 5.409 4.876 0.6159 0.4762 0.0607
H -3.173 4.700 5.188 0.0734 -0.3511 0.5956
H 0.361 3.767 4.703 -0.0978 -0.0917 -0.0248
H -0.278 2.137 5.074 0.2858 -0.5076 -0.3559
H -1.154 3.215 3.929 0.2320 -0.2280 -0.0168
H -4.947 3.409 6.620 0.4840 0.1671 0.8028
H -4.047 4.721 7.470 0.1137 -0.2324 -0.1838
H -4.898 3.547 8.427 0.1208 -0.1251 -0.6700
H -3.692 2.756 5.341 -2.2311 2.1460 -0.3337
C 0.818 -3.111 -4.584 -1.4190 0.6631 0.8074
C 1.589 -2.936 -3.283 1.2553 0.0870 -0.8919
C 0.818 -3.520 -2.121 -0.2980 -0.8948 0.8272
C 1.738 -3.805 -0.899 -0.0656 1.5024 -1.5195
C 2.945 -4.602 -1.370 0.0035 0.0582 0.1501
C 3.809 -3.948 -2.478 -1.3672 0.4026 0.2068
N 2.848 -3.728 -3.571 -0.6367 0.0879 -0.0119
O 3.485 -3.095 -4.739 0.1860 -0.8535 1.1681
C 4.542 -2.714 -2.003 0.6044 -0.1210 0.1526
C 4.825 -4.937 -2.983 1.3159 -0.1837 0.2160
C 1.897 -1.471 -3.032 -1.2876 1.2196 -1.0253
H 0.573 -4.143 -4.773 0.3291 -0.4946 -0.0920
H 1.258 -2.641 -5.431 0.6894 0.1372 -0.5795
H -0.135 -2.618 -4.453 -0.4017 0.2514 0.0537
H -0.005 -2.904 -1.696 0.6590 0.1363 -0.9228
H 0.284 -4.421 -2.495 0.5364 0.0545 0.4950
H 1.081 -4.317 -0.230 0.1008 -0.5581 0.9527
H 1.998 -2.802 -0.469 -0.0289 -0.8715 -0.0858
H 2.521 -5.517 -1.757 0.0981 -0.5212 -0.3412
H 3.608 -4.889 -0.566 0.2428 0.0073 0.4386
H 5.155 -2.370 -2.839 -0.0427 0.3219 0.2060
H 3.960 -1.909 -1.585 -0.2582 0.0084 -0.1582
H 5.191 -3.018 -1.191 0.4945 -0.1208 0.1519
H 5.585 -4.451 -3.628 -0.6731 -0.2332 -0.1312
H 5.466 -5.321 -2.170 -0.5432 -0.0591 -0.0440
H 4.312 -5.758 -3.478 0.1866 -0.1293 -0.1285
H 0.931 -0.933 -2.963 0.2504 -0.2773 -0.2579
H 2.424 -1.053 -3.899 0.0777 0.0112 0.2398
H 2.401 -1.173 -2.133 0.3234 -0.3583 0.4317
H 3.873 -3.900 -5.116 -0.1190 0.4766 -0.2798
C -0.916 3.511 -1.939 0.6604 1.0969 -0.4300
C -0.282 2.422 -1.094 1.3823 0.7570 1.7385
C 0.280 3.105 0.204 1.7975 1.0800 -0.2504
C 0.663 2.190 1.354 -0.1659 -2.4626 -1.6594
C -0.558 1.370 1.767 0.1181 -0.2209 0.3787
C -1.188 0.602 0.542 -0.4001 0.5657 0.9919
N -1.323 1.541 -0.610 -0.7089 -0.8444 -0.4388
O -1.762 0.836 -1.764 -0.8795 -0.4076 -0.2473
C -0.269 -0.592 0.230 0.1305 -0.7574 1.2710
C -2.651 0.198 0.945 1.3333 0.0021 -0.3223
C 0.873 1.761 -1.840 1.3256 1.5446 0.1970
H -1.673 3.993 -1.320 -0.3538 -0.0888 -0.4643
H -1.248 3.176 -2.919 -0.5874 -0.3838 0.2437
H -0.214 4.326 -2.231 0.0923 -0.5910 0.6146
H 1.220 3.717 -0.039 -1.2608 -0.7785 -0.0921
H -0.404 3.845 0.630 -0.4083 -0.0811 -0.3611
H 0.998 2.749 2.171 0.6227 0.9501 1.3134
H 1.476 1.465 1.096 -0.3528 0.7245 0.0040
H -1.221 2.141 2.234 -0.1958 -1.0609 -0.4904
H -0.263 0.588 2.548 -0.5822 1.1952 -1.0071
H 0.635 -0.167 -0.226 0.0536 -0.6255 0.8207
H -0.089 -1.175 1.229 0.0399 1.0398 -1.8760
H -0.624 -1.322 -0.507 -0.3855 0.3299 0.1970
H -3.194 1.085 1.243 -0.1971 0.3426 -0.1632
H -3.128 -0.281 0.085 -0.1494 -0.1358 0.3771
H -2.633 -0.423 1.849 0.0087 -0.3132 -0.4094
H 1.650 2.586 -1.920 -0.6370 -1.1844 0.0140
H 0.667 1.439 -2.843 -0.5030 -0.1236 -0.5581
H 1.312 0.917 -1.323 0.2195 0.1715 0.0639
H -1.274 0.022 -2.027 0.1116 0.2571 0.7071
O -2.961 -0.106 -4.753 -0.7533 -0.2091 -0.8647
H -3.428 -0.579 -5.462 -0.0793 -0.2911 0.5223
H -2.608 0.613 -5.298 0.8382 0.5565 0.1816
O -3.911 3.526 -0.402 -0.6832 0.9641 0.0891
H -3.315 2.796 -0.316 0.9675 -0.8609 0.0167
H -4.193 3.512 -1.327 0.0093 -0.2365 0.0097
O -6.390 3.300 0.681 -0.6908 2.2943 -0.0261
H -5.441 3.188 0.569 0.5751 -0.4324 -0.3097
H -6.431 4.292 0.537 -0.2637 -1.7727 0.2856
O -8.759 -0.004 -0.688 1.4933 0.9444 0.8725
H -8.552 0.572 0.104 -0.0661 -0.7776 -0.9315
H -9.679 -0.125 -0.566 -1.4958 -0.4064 -0.0630
O -1.669 -1.724 -2.895 1.0563 1.0379 0.7457
H -2.250 -1.247 -3.495 -0.4352 -0.3626 -0.4545
H -1.822 -2.658 -2.769 -0.6537 -0.5060 -0.1438
O -8.592 1.679 1.557 -1.5887 0.4185 0.1255
H -8.073 2.324 1.076 1.0135 0.4266 -0.1179
H -9.475 2.116 1.573 0.8023 -0.6723 0.1497
O -3.314 4.544 -4.364 -0.4778 -0.5050 -0.6486
H -2.720 5.071 -3.858 0.6891 0.7409 0.5317
H -3.474 3.776 -3.794 -0.0639 -0.2996 0.0749
O -3.763 2.136 -2.918 -0.3827 0.7495 0.3522
H -3.928 1.598 -3.692 0.0392 -0.5324 -0.0488
H -3.167 1.632 -2.328 0.0910 -0.2052 -0.6206
```
Forces are in eV/Å.

Calculated values
energy relative to the best compared isomer or geometry (same formula, charge and spin): 136.7 kJ/mol
HOMO: -8.18 eV
net charge: 0
HOMO-LUMO gap: 8.69 eV